No. 1
95
Properties=species:S:1:pos:R:3 method="wB97M-V/def2-TZVPD" total_charge=-1 s2=3.770 spin_multiplicity=4 lumo_ev="1.092 / 0.924"
Co -0.159 1.481 -1.185
C 1.321 -0.940 3.456
N 0.507 -0.837 2.237
C -0.885 -0.677 2.299
C -1.457 -1.325 0.979
N -1.488 -0.570 -0.249
C -2.796 -0.718 -0.687
C -3.442 -0.052 -1.750
C -4.802 -0.137 -1.868
C -5.575 -1.018 -1.123
C -5.024 -1.593 -0.004
C -3.657 -1.457 0.191
N -2.871 -1.821 1.298
C 2.852 -0.698 3.318
N 1.458 1.564 -0.321
C 2.911 2.831 1.006
C 3.802 3.848 0.733
C 4.842 4.313 1.608
C 5.173 3.723 2.804
C 4.651 2.561 3.486
C 3.706 1.672 3.008
N 3.274 0.620 3.759
H 1.161 -1.919 3.904
H 0.910 -0.143 4.126
H 0.999 -0.554 1.383
H -1.175 0.405 2.272
H -1.290 -1.298 3.116
H -2.892 0.561 -2.445
H -5.246 0.424 -2.639
H -6.579 -1.262 -1.383
H -5.535 -2.221 0.757
H -3.217 -1.547 2.272
H 3.764 4.285 -0.261
H 5.494 5.154 1.344
H 6.110 4.092 3.205
H 4.979 2.344 4.510
H 3.526 0.597 4.768
O 3.123 1.740 1.773
C 1.695 2.722 0.232
O 3.618 -1.648 3.219
C 0.669 3.785 0.149
C 0.710 5.053 0.817
C -0.316 5.951 0.722
C -1.515 5.574 0.057
C -2.799 6.265 0.188
C -4.058 5.691 -0.058
C -4.053 4.332 -0.493
C -2.847 3.722 -0.811
C -1.596 4.211 -0.451
N -0.451 3.425 -0.504
H 1.636 5.373 1.305
H -0.312 6.944 1.165
H -2.737 7.259 0.630
H -5.017 6.197 0.151
H -5.007 3.870 -0.596
H -2.870 2.674 -1.092
C -0.100 0.790 -3.162
C 1.293 0.749 -3.594
C 1.683 1.580 -4.674
C 2.983 1.425 -5.132
C 3.884 0.541 -4.548
C 3.530 -0.226 -3.422
C 2.207 -0.143 -2.976
C 5.287 0.835 -4.832
N 6.409 0.966 -5.035
H -0.636 -0.140 -3.240
H -0.585 1.631 -3.665
H 1.053 2.386 -5.078
H 3.288 2.012 -5.963
H 4.397 -0.711 -2.977
H 1.869 -0.810 -2.193
C 0.049 -6.500 3.245
C -1.145 -6.027 2.734
C -1.200 -4.809 2.061
C -0.045 -4.052 1.829
C 1.169 -4.516 2.423
C 1.198 -5.698 3.117
Si -0.156 -2.745 0.485
C -0.909 -3.669 -0.905
C -2.279 -3.939 -0.885
C -2.981 -4.584 -1.886
C -2.266 -4.934 -3.069
C -0.906 -4.685 -3.136
C -0.238 -4.091 -2.042
H 0.165 -7.512 3.675
H -2.055 -6.601 2.794
H -2.197 -4.447 1.774
H 2.064 -3.908 2.274
H 2.130 -6.058 3.564
H 0.941 -2.030 -0.108
H -2.844 -3.722 0.016
H -4.074 -4.707 -1.803
H -2.725 -5.427 -3.916
H -0.370 -4.919 -4.048
H 0.894 -4.134 -2.029


No. 2
37
Properties=species:S:1:pos:R:3 method="wB97M-V/def2-TZVPD" total_charge=0 de_lowest_ev=2.254 s2=0.756 spin_multiplicity=2 lumo_ev="0.246 / -2.267"
Ag -0.353 0.541 -0.982
Br 0.352 3.040 -1.775
Br -1.995 -0.302 -3.012
C -2.676 2.665 2.132
C -1.512 2.246 1.240
C -0.413 1.328 1.975
O 0.639 0.995 1.119
C 1.923 0.899 1.870
N -2.085 1.607 0.059
H -2.403 3.519 2.751
H -2.791 1.935 2.935
H -3.646 2.929 1.712
H -1.116 3.151 0.779
H -0.923 0.387 2.180
H -0.029 1.776 2.892
H 2.693 0.648 1.141
H 2.021 0.156 2.662
H 2.130 1.867 2.326
H -2.887 1.132 0.447
H -2.492 2.394 -0.427
C 0.892 -3.618 0.065
C 0.736 -2.090 -0.365
C 1.069 -1.965 -1.858
O 1.227 -0.614 -2.169
C 1.838 -0.298 -3.401
N -0.592 -1.505 0.017
H 1.889 -4.055 0.120
H 0.332 -4.221 -0.650
H 0.426 -3.666 1.050
H 1.450 -1.512 0.222
H 0.329 -2.439 -2.503
H 2.034 -2.413 -2.092
H 2.890 -0.500 -3.202
H 1.647 0.758 -3.590
H 1.536 -0.983 -4.194
H -1.281 -2.083 -0.442
H -0.858 -1.711 0.969


No. 3
11
Properties=species:S:1:pos:R:3 method="wB97M-V/def2-TZVPD" total_charge=0 de_lowest_ev=4.192 lumo_ev=-1.298
C 0.539 0.718 -1.801
C -0.249 -0.610 1.361
O -1.256 -0.752 2.227
O 0.906 0.544 -0.530
O -0.430 0.363 0.464
F 1.022 -0.468 1.928
F -0.167 -1.789 0.692
H 1.370 1.107 -2.252
H -0.286 1.283 -1.842
H 0.327 -0.394 -2.254
H -1.776 -0.002 2.004


No. 4
85
Properties=species:S:1:pos:R:3 method="wB97M-V/def2-TZVPD" total_charge=+3 de_lowest_ev=0.561 s2=1.224 spin_multiplicity=2 lumo_ev="-11.160 / -10.360"
Ru -0.092 0.140 -0.758
O -0.781 1.491 2.246
S -0.274 0.247 1.684
C -1.426 -1.040 2.236
C -1.181 -1.903 3.284
C -2.200 -2.745 3.724
C -3.433 -2.741 3.091
C -3.658 -1.914 1.998
C -2.650 -1.060 1.554
P -2.959 0.129 0.221
C -2.362 -0.566 -1.354
C -1.849 0.380 -2.280
C -1.300 -0.059 -3.492
C -1.331 -1.411 -3.810
C -1.907 -2.332 -2.931
C -2.380 -1.928 -1.697
C -4.731 0.318 0.071
C -5.441 0.834 1.171
C -6.814 0.944 1.104
C -7.478 0.594 -0.072
C -6.772 0.111 -1.173
C -5.397 0.003 -1.125
C 1.327 -0.066 2.428
C 1.446 0.005 3.808
C 2.704 -0.062 4.385
C 3.830 -0.167 3.580
C 3.705 -0.205 2.198
C 2.446 -0.159 1.600
P 2.271 -0.180 -0.216
C 2.905 -1.776 -0.833
C 3.940 -2.493 -0.240
C 4.406 -3.648 -0.852
C 3.859 -4.083 -2.050
C 2.826 -3.371 -2.646
C 2.344 -2.227 -2.033
C 3.482 0.985 -0.909
C 4.168 1.952 -0.175
C 4.995 2.848 -0.836
C 5.135 2.794 -2.216
C 4.438 1.842 -2.952
C 3.613 0.942 -2.304
H -0.222 -1.909 3.783
H -2.023 -3.393 4.572
H -4.228 -3.381 3.450
H -4.610 -1.939 1.484
H -2.052 1.435 -2.133
H -0.927 0.665 -4.205
H -0.944 -1.744 -4.764
H -2.007 -3.368 -3.227
H -2.813 -2.651 -1.016
H -4.913 1.141 2.066
H -7.370 1.324 1.949
H -8.549 0.730 -0.142
H -7.300 -0.176 -2.072
H -4.852 -0.359 -1.986
H 0.567 0.153 4.423
H 2.807 -0.007 5.460
H 4.814 -0.197 4.027
H 4.594 -0.226 1.583
H 4.384 -2.170 0.690
H 5.212 -4.209 -0.398
H 4.251 -4.972 -2.525
H 2.407 -3.708 -3.584
H 1.521 -1.668 -2.476
H 4.053 2.023 0.899
H 5.520 3.602 -0.267
H 5.782 3.499 -2.719
H 4.539 1.803 -4.028
H 3.068 0.203 -2.878
N 3.398 5.370 0.215
C 2.316 4.994 0.136
C 1.005 4.431 0.038
C -0.148 5.119 0.401
C -1.360 4.460 0.291
C -1.377 3.152 -0.151
N -0.273 2.485 -0.505
C 0.897 3.121 -0.424
H -0.094 6.141 0.750
H -2.287 4.950 0.550
H -2.319 2.624 -0.231
H 1.783 2.594 -0.747
N 0.049 -2.311 0.010
H -0.791 -2.701 0.427
H 0.814 -2.487 0.659
H 0.256 -2.865 -0.817


No. 5
71
Properties=species:S:1:pos:R:3 method="wB97M-V/def2-TZVPD" total_charge=+2 lumo_ev="-8.841 / -8.841"
Tc 0.045 -0.005 0.027
C 1.419 -1.645 0.613
C 2.127 -0.448 0.952
C 2.331 0.259 -0.291
C 1.750 -0.581 -1.344
C 1.240 -1.770 -0.804
C 0.744 -2.980 -1.578
C -0.501 -2.668 -2.415
C 0.438 -4.120 -0.605
C 1.882 -3.404 -2.520
C 3.138 1.489 -0.712
C 2.638 2.027 -2.063
C 4.576 0.962 -0.935
C 3.155 2.667 0.261
C 2.564 -0.190 2.407
C 2.182 -1.404 3.266
C 1.869 1.026 3.034
C 4.092 -0.059 2.500
H 1.184 -2.430 1.310
H 1.794 -0.349 -2.396
H -1.344 -2.363 -1.793
H -0.791 -3.559 -2.971
H -0.309 -1.876 -3.142
H -0.337 -3.847 0.116
H 1.325 -4.434 -0.052
H 0.074 -4.985 -1.160
H 2.064 -2.655 -3.292
H 1.612 -4.334 -3.021
H 2.812 -3.576 -1.976
H 2.846 1.347 -2.890
H 3.163 2.956 -2.280
H 1.569 2.249 -2.051
H 4.587 0.119 -1.628
H 5.055 0.652 -0.010
H 5.171 1.762 -1.376
H 2.175 3.141 0.332
H 3.846 3.414 -0.127
H 3.492 2.410 1.259
H 1.100 -1.554 3.314
H 2.526 -1.231 4.285
H 2.652 -2.324 2.915
H 0.792 0.854 3.101
H 2.044 1.950 2.489
H 2.241 1.171 4.049
H 4.590 -0.915 2.041
H 4.375 -0.041 3.552
H 4.483 0.845 2.045
Cl -0.442 2.184 0.903
C -1.769 2.758 -0.112
C -2.475 3.866 0.298
C -3.481 4.318 -0.547
C -3.758 3.672 -1.746
C -3.023 2.562 -2.125
Cl -3.380 1.770 -3.606
C -2.000 2.072 -1.298
S -1.007 0.712 -1.770
H -2.248 4.367 1.228
H -4.058 5.189 -0.268
H -4.547 4.027 -2.393
C -1.097 -0.845 1.081
C -2.081 -1.440 1.858
C -2.884 -2.475 1.323
C -3.842 -3.055 2.122
C -4.005 -2.608 3.434
C -3.222 -1.585 3.970
C -2.252 -0.997 3.191
H -2.741 -2.790 0.298
H -4.469 -3.848 1.738
H -4.762 -3.071 4.055
H -3.376 -1.262 4.990
H -1.624 -0.206 3.580


No. 6
49
Properties=species:S:1:pos:R:3 method="wB97M-V/def2-TZVPD" total_charge=-1 lumo_ev=2.167
C -1.676 -1.496 -1.691
C -2.966 -1.178 -1.536
C -3.546 0.182 -1.861
Al -5.468 0.502 -1.256
C -6.104 -1.148 -0.227
O -6.314 -2.296 -1.101
C -7.525 -2.244 -1.803
H -1.320 -2.515 -1.793
H -0.956 -0.682 -1.749
H -3.637 -1.931 -1.123
H -2.871 0.940 -1.434
H -3.447 0.280 -2.949
H -6.384 0.741 -2.593
H -5.594 1.846 -0.325
H -5.342 -1.490 0.483
H -7.034 -0.956 0.332
H -7.416 -1.741 -2.773
H -7.866 -3.270 -1.974
H -8.294 -1.700 -1.239
O 1.204 -3.643 1.103
S 1.336 -2.217 1.077
O 1.602 -1.548 -0.160
O 2.446 -1.790 2.132
C 3.759 -2.381 2.051
C 4.532 -1.878 0.852
C -0.044 -1.458 1.848
H 3.681 -3.471 2.052
H 4.237 -2.083 2.982
H 4.084 -2.218 -0.079
H 5.563 -2.233 0.886
H 4.526 -0.788 0.846
H -0.233 -1.948 2.799
H -0.883 -1.589 1.164
H 0.175 -0.401 1.981
O 3.076 1.511 1.247
S 3.280 2.241 0.032
O 4.334 1.855 -0.855
O 3.439 3.785 0.392
C 4.438 4.137 1.373
C 5.852 4.059 0.836
C 1.773 2.350 -0.860
H 4.307 3.507 2.255
H 4.191 5.158 1.655
H 6.133 3.035 0.597
H 6.547 4.440 1.586
H 5.950 4.653 -0.072
H 0.983 2.664 -0.185
H 1.574 1.350 -1.245
H 1.900 3.055 -1.677


No. 7
28
Properties=species:S:1:pos:R:3 method="wB97M-V/def2-TZVPD" total_charge=0 lumo_ev=0.275
C 0.201 -1.298 -2.710
C 0.029 -0.415 -3.726
C 0.262 0.978 -3.760
C 0.841 1.735 -2.729
C 1.245 1.306 -1.493
Bi 0.744 -0.564 -0.657
P 0.857 -3.118 0.153
H 0.027 -2.387 -2.702
H -0.345 -0.896 -4.633
H 0.044 1.484 -4.697
H 1.796 1.805 -0.693
H 1.055 2.789 -2.900
H 2.157 -3.211 0.706
H 0.782 -3.939 -0.994
H -0.093 -3.540 1.106
N 1.323 -0.329 2.452
C 0.107 0.249 2.296
C -0.566 0.843 3.354
C -1.784 1.456 3.120
C -2.358 1.478 1.842
C -1.689 0.870 0.803
N -0.505 0.248 1.082
H 1.894 -0.757 1.734
H 1.731 -0.352 3.367
H -0.089 0.817 4.323
H -2.300 1.934 3.942
H -3.305 1.962 1.647
H -2.060 0.854 -0.232


No. 8
14
Properties=species:S:1:pos:R:3 method="wB97M-V/def2-TZVPD" total_charge=0 de_lowest_ev=6.181 lumo_ev=-0.005
C -2.540 -0.080 -0.020
C -1.984 1.122 0.275
C -0.279 -1.632 0.070
C -1.169 -0.639 -0.200
C -0.735 0.703 -0.396
C 2.452 0.589 -0.112
N 1.007 -1.220 0.067
N 1.176 0.026 0.196
H -3.512 -0.436 -0.304
H -2.295 2.041 0.728
H -0.473 -2.676 0.248
H 3.209 0.158 0.549
H 2.742 0.379 -1.144
H 2.400 1.664 0.043


No. 9
74
Properties=species:S:1:pos:R:3 method="wB97M-V/def2-TZVPD" total_charge=0 de_lowest_ev=7.497 lumo_ev=-2.771
N -5.507 0.325 -4.463
C -4.208 1.094 -4.374
C -2.901 0.216 -3.926
C -2.909 -1.351 -4.401
C -2.265 -2.242 -3.141
O -3.352 -2.996 -2.496
P -3.979 -2.185 -1.088
O -4.629 -0.757 -1.387
O -5.324 -3.186 -0.503
O -2.801 -2.050 0.229
P -2.057 -0.473 0.237
O -3.142 0.781 0.773
O -0.543 -0.444 1.099
H -5.538 -0.506 -3.833
H -5.609 0.003 -5.461
H -3.992 1.615 -5.402
H -4.367 1.914 -3.522
H -2.711 0.373 -2.766
H -1.962 0.722 -4.464
H -2.246 -1.561 -5.358
H -3.966 -1.812 -4.595
H -1.479 -3.001 -3.624
H -1.643 -1.559 -2.412
H -5.634 -2.731 0.340
H -2.857 1.114 1.676
H 0.159 -0.067 0.468
Al -2.921 2.684 -5.687
C -1.614 0.605 5.652
N -1.500 0.899 4.198
O -0.407 0.685 3.661
O -2.511 1.336 3.636
H -0.654 0.229 6.012
H -1.878 1.536 6.157
H -2.395 -0.149 5.775
F -4.460 1.678 4.743
C -2.821 4.531 -0.249
N -2.292 4.121 -1.577
O -3.109 3.707 -2.408
O -1.072 4.227 -1.749
H -3.904 4.386 -0.239
H -2.341 3.904 0.505
H -2.573 5.585 -0.106
C 1.211 -3.820 2.387
O 1.135 -2.806 3.122
O 0.218 -3.840 1.509
O 2.033 -4.763 2.359
H -0.140 -3.000 1.860
Br 0.696 -5.803 1.259
N 7.248 -5.983 3.866
C 6.970 -4.742 4.320
C 5.833 -4.030 3.971
C 4.928 -4.623 3.098
C 5.188 -5.900 2.611
C 6.349 -6.534 3.021
H 7.708 -4.321 4.996
H 5.659 -3.037 4.369
H 4.026 -4.096 2.800
H 4.502 -6.390 1.928
H 6.595 -7.533 2.671
C 3.941 5.090 -0.572
C 3.626 4.838 -2.046
C 3.580 3.325 -2.253
S 3.092 2.622 -0.684
O 4.195 1.839 -0.168
O 1.749 2.089 -0.798
C 3.025 4.161 0.210
H 3.783 6.137 -0.296
H 4.990 4.842 -0.371
H 2.650 5.274 -2.290
H 4.367 5.304 -2.704
H 2.851 3.046 -3.018
H 4.564 2.926 -2.512
H 3.348 4.009 1.242
H 1.991 4.517 0.187


No. 10
13
Properties=species:S:1:pos:R:3 method="wB97M-V/def2-TZVPD" total_charge=+1 de_lowest_ev=1.943 s2=0.755 spin_multiplicity=2 lumo_ev="-4.980 / -9.182"
C 1.022 0.652 3.449
C 0.970 1.960 3.691
H 0.615 0.172 2.569
H 1.725 0.083 4.045
H 0.282 2.593 3.138
H 1.404 2.424 4.564
C -1.095 -0.370 -2.405
S -1.673 -1.981 -3.060
S -0.021 -2.702 -3.947
H -1.595 -0.217 -1.455
H -1.329 0.463 -3.068
H -0.029 -0.489 -2.229
H -0.276 -2.586 -5.291


Number 1: DFT total energy -108343.962 eV. Number 2: DFT total energy -159810.663 eV. Number 3: DFT total energy -13712.153 eV. Number 4: DFT total energy -82607.528 eV. Number 5: DFT total energy -69773.711 eV. Number 6: DFT total energy -54459.359 eV. Number 7: DFT total energy -28698.977 eV. Number 8: DFT total energy -9292.563 eV. Number 9: DFT total energy -162552.702 eV. Number 10: DFT total energy -24900.941 eV.